C45H45BrF5N3O8PSSeTa | the ωB97M-V functional and the def2-TZVPD basis

Last column: Löwdin charge in e.
Geometry (Å):
Ta  0.718411  0.425591  -0.820023  1.618
O  2.442462  0.780030  3.246150  0.037
C  3.024674  1.972476  2.992395  -0.279
C  4.237588  2.205906  3.636661  -0.023
C  4.955728  3.363742  3.397747  -0.082
C  4.475304  4.313797  2.508076  -0.088
C  3.266874  4.083801  1.871771  -0.032
C  2.524087  2.929445  2.096891  -0.095
C  1.231815  2.769844  1.326671  -0.327
O  1.310839  1.624999  0.480599  -0.342
N  0.047468  2.710950  2.140382  0.011
N  -0.216991  1.475297  2.642942  0.006
C  -1.415754  1.204614  2.968774  -0.191
C  -1.809531  -0.103098  3.475237  -0.624
Br  -0.403175  -1.330888  3.793953  0.844
C  -3.065010  -0.474171  3.740309  -0.103
C  -4.292912  0.317252  3.539958  -0.218
C  -5.315957  0.195095  4.482976  -0.039
C  -6.494204  0.910250  4.349911  -0.081
C  -6.679326  1.749950  3.259701  -0.086
C  -5.681273  1.860382  2.302654  -0.070
C  -4.499136  1.147932  2.438083  -0.057
H  1.493706  0.773821  2.997649  0.042
H  4.596580  1.452991  4.327206  0.120
H  5.896802  3.521838  3.909180  0.104
H  5.032136  5.219724  2.312319  0.100
H  2.885485  4.813758  1.166419  0.113
H  1.099904  3.639798  0.683301  0.140
H  -0.750998  3.158079  1.703407  0.092
H  -2.201643  1.953642  2.880969  0.121
H  -3.208935  -1.453257  4.183174  0.102
H  -5.176619  -0.462297  5.333068  0.114
H  -7.271309  0.809535  5.096384  0.103
H  -7.601423  2.305846  3.151266  0.102
H  -5.823404  2.495518  1.437266  0.107
H  -3.744825  1.220646  1.664832  0.064
C  0.575170  -4.188009  -2.757638  -0.016
C  0.482481  -4.490957  -1.272787  -0.573
C  -0.695205  -5.385302  -0.929457  -0.019
C  1.776011  -5.078169  -0.744261  -0.022
O  0.353611  -3.204652  -0.540676  -0.132
P  -0.570250  -1.988162  -0.815773  0.289
O  -0.104169  -1.126678  -2.007265  -0.387
O  -0.360569  -0.975029  0.322862  -0.424
O  -1.976590  -2.611452  -0.947091  -0.129
C  -3.338818  -2.157720  -1.307183  -0.575
C  -4.061472  -3.441191  -1.669574  -0.026
C  -3.920290  -1.507588  -0.069099  -0.021
C  -3.262186  -1.205068  -2.477536  -0.027
H  0.719837  -5.119099  -3.306962  0.098
H  1.419040  -3.528311  -2.959151  0.087
H  -0.338800  -3.717425  -3.125953  0.083
H  -0.506650  -6.378344  -1.340612  0.096
H  -1.627639  -5.012224  -1.342390  0.062
H  -0.796323  -5.477605  0.152537  0.097
H  1.998695  -5.997061  -1.288897  0.096
H  1.680194  -5.321446  0.314323  0.084
H  2.601788  -4.381339  -0.879126  0.053
H  -4.034388  -4.145234  -0.837678  0.092
H  -3.608727  -3.906162  -2.546157  0.090
H  -5.103409  -3.215680  -1.898281  0.095
H  -3.884248  -2.193867  0.777717  0.099
H  -4.960358  -1.232869  -0.251873  0.102
H  -3.361010  -0.605167  0.173798  0.032
H  -2.732489  -1.657023  -3.317352  0.100
H  -2.760202  -0.286289  -2.187389  0.019
H  -4.274158  -0.953609  -2.798934  0.105
C  4.322399  0.053747  0.622860  -0.020
C  3.250150  -0.923744  0.972280  -0.363
O  2.103170  -0.842260  0.528916  -0.130
C  3.549533  -2.043925  1.889778  -0.141
C  2.519380  -2.916626  2.235051  -0.028
C  2.762468  -3.959066  3.110942  -0.066
C  4.034019  -4.141087  3.639567  -0.069
C  5.064791  -3.278760  3.293553  -0.066
C  4.822918  -2.228845  2.423433  -0.008
H  3.915541  0.898111  0.078113  0.057
H  5.067177  -0.454839  0.005911  0.101
H  4.812949  0.405756  1.528727  0.088
H  1.537865  -2.759634  1.808266  0.087
H  1.960824  -4.632744  3.385432  0.108
H  4.222179  -4.957713  4.324871  0.105
H  6.055471  -3.422913  3.703441  0.105
H  5.630832  -1.560469  2.159663  0.114
Se  -1.615367  1.637753  -0.571273  0.821
C  -2.076948  2.544891  -2.193491  -0.579
C  -1.892772  2.000771  -3.460148  -0.142
C  -2.287173  2.708201  -4.587404  -0.077
C  -2.884214  3.954660  -4.465176  -0.092
C  -3.082566  4.493989  -3.202079  -0.092
C  -2.676574  3.796741  -2.073536  -0.141
H  -1.428304  1.031824  -3.574037  0.090
H  -2.122436  2.275881  -5.566663  0.108
H  -3.190209  4.502766  -5.346668  0.100
H  -3.544714  5.466929  -3.091530  0.101
H  -2.818018  4.232188  -1.091649  0.089
S  2.833906  -0.029910  -2.282816  0.729
C  3.477659  -1.518467  -1.842855  -0.769
N  3.944774  -2.539259  -1.564637  0.112
F  3.344179  4.868055  -5.926968  0.125
C  2.721147  4.080348  -5.049661  -0.139
C  2.792764  4.350631  -3.695705  -0.136
F  3.489329  5.402216  -3.261131  0.126
C  2.139124  3.533519  -2.792157  -0.130
F  2.226302  3.811640  -1.483988  0.111
C  1.398407  2.430803  -3.207159  -0.294
O  0.740545  1.665536  -2.348238  -0.386
C  1.349958  2.170897  -4.576488  -0.157
F  0.682478  1.104328  -5.019529  0.118
C  1.998150  2.983466  -5.486548  -0.134
F  1.932561  2.710549  -6.789678  0.128

Forces on atoms 1 to 3 (eV/Å):
1.11 0.40 -0.09
-0.15 -0.12 -0.02
0.08 0.10 -0.08

Gap between HOMO and LUMO   0.2748 Ha
E_HOMO   -7.9 eV
Energy   -238904.6417 eV



C45H45Cl2N5O8S2Sn | the ωB97M-V functional and the def2-TZVPD basis

Last column: Löwdin charge in e.
Geometry (Å):
Sn  0.493684  1.035540  0.610353  1.639
O  -0.244516  1.106340  2.971853  -0.668
S  -1.164316  1.076140  4.152753  1.052
C  -1.612316  2.851640  4.483953  -0.280
C  -1.525016  3.758840  3.272753  -0.234
C  -2.817916  3.819140  2.466153  -0.243
C  -2.656416  4.678740  1.227253  -0.263
S  -1.703816  3.774040  -0.103347  1.003
O  -1.637216  2.356540  0.370053  -0.659
C  -3.063416  3.704040  -1.290747  -0.403
C  -2.981216  4.425340  -2.468047  -0.081
C  -4.049016  4.395140  -3.351447  -0.059
C  -5.175816  3.647040  -3.050347  -0.059
C  -5.236216  2.908740  -1.877947  -0.056
C  -4.170916  2.927840  -0.996447  -0.082
C  -2.682616  0.319240  3.483453  -0.341
C  -3.975816  0.792140  3.612153  -0.077
C  -5.027516  0.042740  3.105653  -0.057
C  -4.795916  -1.189560  2.518953  -0.066
C  -3.501816  -1.674160  2.423353  -0.082
C  -2.448816  -0.920960  2.906053  -0.103
H  -0.870316  3.145040  5.227453  0.092
H  -2.592016  2.854340  4.953253  0.087
H  -0.717616  3.403140  2.623353  0.081
H  -1.258416  4.764740  3.604053  0.128
H  -3.620116  4.233640  3.082053  0.133
H  -3.104416  2.810740  2.161553  0.085
H  -2.077716  5.576540  1.438753  0.094
H  -3.621316  4.966040  0.816353  0.095
H  -2.092916  5.002440  -2.677747  0.111
H  -3.998616  4.957340  -4.271047  0.114
H  -6.006216  3.627740  -3.738447  0.113
H  -6.114116  2.324940  -1.648747  0.112
H  -4.185416  2.347840  -0.085547  0.111
H  -4.187416  1.724040  4.110053  0.102
H  -6.034316  0.416340  3.193853  0.113
H  -5.624316  -1.777360  2.154653  0.112
H  -3.323116  -2.647760  1.991553  0.105
H  -1.432916  -1.277460  2.831353  0.097
Cl  7.430784  4.729640  1.310353  0.805
C  6.102484  3.749840  0.882653  -0.623
C  6.299884  2.397640  0.566253  -0.088
C  5.230684  1.616740  0.213553  -0.542
Cl  5.431584  -0.026860  -0.166647  0.821
C  3.865584  2.128840  0.162553  -0.354
O  2.939584  1.414740  -0.241847  -0.083
C  3.710284  3.518740  0.556853  -0.077
C  2.399984  4.123240  0.651553  -0.158
O  1.313884  3.572740  0.588953  -0.065
C  4.817584  4.290440  0.875653  -0.016
H  7.293884  1.978440  0.605053  0.122
H  2.426884  5.217640  0.810153  0.145
H  4.678084  5.327240  1.145953  0.127
N  -0.480616  -1.939060  -1.718947  0.209
C  -1.459016  -1.583960  -0.862047  -0.676
N  -2.708216  -2.028060  -1.125547  0.199
O  -1.222016  -0.920760  0.148153  -0.097
H  -0.633216  -2.556160  -2.497247  0.119
H  0.457684  -1.673260  -1.465447  0.100
H  -2.948816  -2.451660  -2.002947  0.113
H  -3.454816  -1.695660  -0.537647  0.107
C  2.941484  -6.218560  -2.372047  -0.031
C  1.754284  -5.774760  -1.579147  -0.209
C  0.479684  -6.201560  -1.938447  0.003
C  -0.650716  -5.743360  -1.267347  -0.053
C  -0.515716  -4.867460  -0.219347  -0.014
C  0.765184  -4.467960  0.198753  -0.181
N  0.850584  -3.577960  1.243853  0.192
C  1.811884  -3.564160  2.226853  -0.198
C  2.181884  -4.755960  2.864553  0.011
C  3.068184  -4.732560  3.922153  -0.039
C  3.603984  -3.530660  4.367353  -0.025
C  3.269384  -2.344260  3.731253  0.017
C  2.414184  -2.364460  2.647653  -0.043
C  2.169584  -1.129060  1.787653  -0.687
O  2.423384  -0.038760  2.286353  -0.028
O  1.702284  -1.361560  0.651153  -0.107
C  1.914984  -4.897960  -0.502647  -0.122
C  3.257284  -4.331860  -0.177147  0.000
H  2.665984  -6.985160  -3.089247  0.087
H  3.717184  -6.614760  -1.721147  0.095
H  3.363884  -5.377360  -2.922847  0.094
H  0.364584  -6.884760  -2.766347  0.124
H  -1.626916  -6.085560  -1.570447  0.115
H  -1.378916  -4.517060  0.323753  0.116
H  0.184784  -2.811060  1.241553  0.149
H  1.716484  -5.678060  2.547553  0.131
H  3.336184  -5.656760  4.412153  0.119
H  4.310384  -3.518460  5.181753  0.118
H  3.705484  -1.405760  4.036353  0.128
H  3.792984  -4.969860  0.526253  0.107
H  3.163284  -3.340860  0.261753  0.073
H  3.862984  -4.249060  -1.074147  0.085
N  0.915384  1.475440  -7.264747  0.188
C  -0.050916  0.992340  -6.463447  -0.507
O  -1.033716  0.423440  -6.885047  0.082
C  0.141684  1.161940  -4.975647  -0.110
C  1.381484  1.220440  -4.348147  0.011
C  1.420084  1.283940  -2.961947  -0.117
N  0.333084  1.285340  -2.204847  0.015
C  -0.852316  1.238540  -2.798347  -0.133
C  -0.997216  1.176240  -4.172347  0.025
H  0.778184  1.389240  -8.260347  0.126
H  1.709184  1.999340  -6.942847  0.102
H  2.300984  1.185740  -4.910747  0.114
H  2.359784  1.324740  -2.427347  0.097
H  -1.710616  1.243340  -2.140347  0.101
H  -1.969216  1.120040  -4.634747  0.125

Forces on atoms 1 to 3 (eV/Å):
-0.09 -0.35 0.07
0.62 0.00 -0.50
-0.97 0.41 0.14

Gap between HOMO and LUMO (spin up / spin down)   0.2002 / 0.2045 Ha
E_HOMO (spin up / spin down)   -12.7 / -12.7 eV
Energy   -123760.7239 eV
Total charge   +2